# 1
ORCA calculation (the ωB97M-V functional and the def2-TZVPD basis) on a structure of composition C15H22N3O2PtS2SeSi in a non-equilibrium geometry.

* lowest unoccupied orbital energy: 1.38 eV
* Kohn-Sham gap: 0.196 Eh
* HOMO: -3.965 eV
* energy relative to the best compared isomer or geometry (same formula, charge and spin): 55.5 kcal per mole
* charge: -1
* E_tot: -4506.223699 Ha

Each line ends with the Mulliken charge.
CARTESIAN COORDINATES (ANGSTROEM)
Pt -0.04686 0.11234 0.89902  1.500
C -0.63617 -2.71914 2.52225  -0.608
O -1.66681 -2.23731 1.68278  -0.358
C -1.54442 -1.19906 0.82110  0.020
O -2.45287 -0.99041 0.06120  -0.566
H -1.11831 -2.98567 3.46418  0.318
H 0.13446 -1.96091 2.69466  0.210
H -0.19563 -3.60077 2.06126  0.215
S -0.12773 2.47988 1.57059  -0.325
C -1.29197 1.40114 2.20685  0.098
N -2.61926 1.47548 1.88231  -0.066
C -3.56303 1.21575 2.94826  -0.719
C -2.88253 0.17152 3.82152  -0.418
S -1.15125 0.70746 3.86227  -0.120
H -2.84145 2.12192 1.14122  0.262
H -4.49936 0.83407 2.53629  0.320
H -3.77073 2.12423 3.53084  0.340
H -2.96455 -0.81885 3.37471  0.126
H -3.28186 0.15905 4.83336  0.498
Se 1.40564 0.07118 -3.84955  -0.391
C 0.53008 0.53087 -2.34056  0.121
N -0.02720 0.81705 -1.36100  -0.708
C 4.45131 -1.61510 1.59804  -1.424
Si 2.95411 -0.48306 1.32816  -0.048
C 2.67993 0.29624 3.03791  -0.995
C 3.48505 0.86150 0.11417  -0.930
N 1.49203 -1.25512 0.79087  0.089
C 1.38276 -2.49501 0.17873  -0.049
C 2.14241 -3.59147 0.60514  -0.201
C 2.01093 -4.83510 0.01760  -0.704
C 1.10676 -5.04017 -1.01302  -0.488
C 0.34916 -3.96336 -1.45136  -1.066
C 0.48501 -2.71536 -0.87547  0.276
H 5.25566 -0.97306 1.95974  0.388
H 4.79506 -2.10154 0.68857  0.390
H 4.27909 -2.38038 2.35051  0.382
H 3.64965 0.56921 3.45390  0.463
H 2.21370 -0.41875 3.71682  0.261
H 2.06427 1.19267 3.01245  0.266
H 4.33039 1.42090 0.51480  0.350
H 2.67441 1.56035 -0.08942  0.301
H 3.77537 0.42755 -0.84203  0.255
H 2.82832 -3.47490 1.42838  0.245
H 2.61394 -5.65802 0.38299  0.353
H 0.99769 -6.01499 -1.46965  0.371
H -0.34920 -4.08173 -2.27114  0.401
H -0.08653 -1.88465 -1.26793  0.369

# 2
ORCA calculation (the ωB97M-V functional and the def2-TZVPD basis) on a structure of composition C15H22N3O2RuS.

* lowest unoccupied orbital energy: -4.11 eV
* Kohn-Sham gap: 0.276 Eh
* HOMO: -11.624 eV
* energy relative to the best compared isomer or geometry (same formula, charge and spin): 0.0 kcal per mole
* charge: +1
* E_tot: -1392.375544 Ha

Each line ends with the Mulliken charge.
CARTESIAN COORDINATES (ANGSTROEM)
Ru -1.76261 -1.41349 0.18328  0.921
C 2.98455 1.91859 1.20413  -1.022
C 2.99457 1.43448 -0.23788  -0.675
N 2.32018 0.13811 -0.42874  0.050
C 3.16859 -1.05191 -0.54793  -0.931
C 3.54181 -1.65232 0.79916  -0.903
C 0.99047 0.09042 -0.43432  0.554
S 0.27046 -1.51256 -0.65598  -0.210
N 0.35052 1.24391 -0.34082  -0.154
C -0.91529 1.45600 -0.02159  0.310
O -1.77286 0.60254 0.36649  -0.752
C -1.38030 2.86306 -0.08444  0.646
C -2.73838 3.14551 0.05507  -0.485
C -3.18591 4.45338 -0.01490  -0.692
C -2.28049 5.48669 -0.21575  -0.376
C -0.92598 5.21129 -0.34763  -0.710
C -0.47585 3.90394 -0.28487  -0.083
H 3.46847 2.89360 1.26326  0.351
H 3.52315 1.23662 1.86100  0.328
H 1.96380 2.02504 1.56809  0.266
H 4.01598 1.30060 -0.59089  0.406
H 2.50573 2.16029 -0.88487  0.393
H 4.06080 -0.74619 -1.09317  0.383
H 2.65969 -1.78602 -1.16889  0.524
H 4.15865 -0.96962 1.38199  0.290
H 4.10843 -2.57111 0.64900  0.389
H 2.64789 -1.89148 1.37568  0.244
H -3.43626 2.33638 0.21780  0.368
H -4.24075 4.66903 0.08820  0.403
H -2.63114 6.50892 -0.26832  0.400
H -0.22102 6.01758 -0.49865  0.413
H 0.57573 3.67801 -0.38718  0.297
C -2.86356 -1.26938 -1.21259  -0.546
H -2.94818 -0.36380 -1.81453  0.277
H -3.50196 -2.11266 -1.49341  0.300
C -1.25417 -5.47802 -0.77976  -0.836
C -1.82918 -4.73646 0.38822  0.592
N -2.10699 -5.42251 1.49555  -0.367
O -2.05119 -3.52052 0.32477  -0.646
H -1.08972 -6.53290 -0.57611  0.375
H -0.31048 -5.00825 -1.05638  0.205
H -1.93465 -5.37319 -1.62413  0.266
H -1.95206 -6.41375 1.54980  0.213
H -2.50054 -4.94786 2.29223  0.226

# 3
ORCA calculation (the ωB97M-V functional and the def2-TZVPD basis) on a structure of composition C15H22N4O4PdS2SeSi.

* lowest unoccupied orbital energy: -1.01 eV
* Kohn-Sham gap: 0.300 Eh
* HOMO: -9.185 eV
* energy relative to the best compared isomer or geometry (same formula, charge and spin): 0.0 kcal per mole
* E_tot: -4719.954896 Ha

Each line ends with the Mulliken charge.
CARTESIAN COORDINATES (ANGSTROEM)
Pd -0.29119 0.53824 -1.92745  0.181
C -5.26547 -1.43903 1.79534  -0.953
Si -5.66140 -0.44269 0.25677  0.174
C -7.42104 -0.86963 -0.24959  -1.206
C -5.57689 1.40684 0.53670  -0.931
C -4.55524 -0.96192 -1.21653  0.389
C -5.10297 -1.91914 -2.07963  -0.167
C -4.46767 -2.30656 -3.24889  -0.718
C -3.26634 -1.70549 -3.57100  -0.411
N -2.68903 -0.82280 -2.76471  -0.285
C -3.29933 -0.49839 -1.63445  0.529
S -2.30707 0.70651 -0.71344  -0.024
H -6.19270 -1.57020 2.36187  0.354
H -4.55106 -0.93847 2.45073  0.306
H -4.88040 -2.43197 1.56012  0.318
H -8.08818 -0.53335 0.54944  0.327
H -7.58565 -1.94302 -0.36342  0.349
H -7.72933 -0.37393 -1.17249  0.358
H -6.29547 1.68557 1.31263  0.323
H -5.83353 1.95559 -0.37334  0.341
H -4.60243 1.74424 0.87694  0.333
H -6.06850 -2.35345 -1.85094  0.268
H -4.90625 -3.04488 -3.90678  0.410
H -2.73784 -1.93745 -4.48725  0.401
O 1.49696 0.00848 -2.70409  -0.557
S 1.69094 -0.94623 -1.47936  1.357
O 2.38821 -2.12721 -1.86845  -0.610
O 2.19744 -0.16536 -0.37812  -0.676
O 0.17473 -1.26505 -1.21703  -0.649
N -0.24813 2.43317 -2.76044  -0.669
C 0.48175 2.76134 -3.60298  0.964
N 1.29451 3.13470 -4.54779  -0.077
C 2.72147 3.34445 -4.21213  -0.919
C 3.52932 2.09263 -4.52483  -0.176
C 3.29697 1.63843 -5.96538  -0.727
C 1.80819 1.42209 -6.23412  -0.354
C 1.02187 2.68928 -5.92987  -0.865
H 2.78171 3.61397 -3.16003  0.474
H 3.06054 4.19652 -4.80517  0.317
H 3.22983 1.30108 -3.83358  0.038
H 4.58588 2.30513 -4.35240  0.369
H 3.84614 0.71606 -6.15534  0.348
H 3.68743 2.39090 -6.65998  0.334
H 1.43442 0.61251 -5.60169  0.169
H 1.63634 1.13784 -7.27437  0.365
H -0.05191 2.54420 -6.03272  0.452
H 1.32046 3.50529 -6.59148  0.302
Se -1.50478 -0.47358 0.99182  0.360
C -2.42986 0.46898 2.29422  0.235
N -3.00703 1.03137 3.11787  -0.471

# 4
ORCA calculation (the ωB97M-V functional and the def2-TZVPD basis) on the ion C15H22NO3 with charge +1.

* lowest unoccupied orbital energy: -3.15 eV
* structure (SMILES): CCOc1ccc(C(=O)CC[NH+]2CCOCC2)cc1
* Kohn-Sham gap: 0.310 Eh
* HOMO: -11.598 eV
* energy relative to the best compared isomer or geometry (same formula, charge and spin): 25.3 kcal per mole
* charge: +1
* E_tot: -865.007978 Ha

Each line ends with the Mulliken charge.
CARTESIAN COORDINATES (ANGSTROEM)
C 3.95852 4.26252 -3.08898  -1.026
C 4.83048 3.18913 -2.44891  -0.426
O 4.32722 1.87887 -2.68540  -0.445
C 3.29975 1.39258 -2.00073  0.905
C 2.86962 0.10623 -2.38130  -0.645
C 1.82349 -0.49616 -1.74329  -0.654
C 1.13795 0.15105 -0.69281  0.343
C 0.04066 -0.54146 -0.07309  1.187
O -0.23366 -1.71753 -0.36740  -0.842
C -0.79420 0.15859 0.99167  -0.890
C -2.21778 -0.39954 1.08806  -1.061
N -2.21486 -1.88369 1.17454  0.287
C -3.46515 -2.49884 0.69503  -0.655
C -4.63669 -2.07005 1.60239  -0.425
O -4.16185 -1.63660 2.85675  -0.424
C -3.18130 -2.50259 3.36959  -0.461
C -1.89180 -2.40344 2.52147  -0.545
C 1.58064 1.42685 -0.30715  -0.771
C 2.63614 2.03406 -0.94187  -0.589
H 2.96212 4.27671 -2.65322  0.340
H 4.41897 5.23511 -2.94388  0.362
H 3.86553 4.07545 -4.15552  0.313
H 5.81728 3.18245 -2.91734  0.319
H 4.95553 3.36389 -1.37495  0.340
H 3.39124 -0.38240 -3.18825  0.434
H 1.49484 -1.48053 -2.03911  0.446
H -0.86985 1.22290 0.77723  0.467
H -0.26271 0.05404 1.94210  0.393
H -2.75913 -0.12949 0.17830  0.434
H -2.74547 0.02572 1.94422  0.393
H -1.38909 -2.10128 0.47411  0.288
H -3.32902 -3.58215 0.72239  0.426
H -3.64618 -2.20440 -0.33894  0.387
H -5.18182 -1.22077 1.18735  0.353
H -5.33597 -2.90813 1.72443  0.342
H -2.99576 -2.18448 4.39581  0.361
H -3.55612 -3.53416 3.38746  0.304
H -1.42820 -3.38613 2.41727  0.428
H -1.17318 -1.73281 2.99101  0.322
H 1.11053 1.94963 0.51103  0.303
H 2.94928 3.01086 -0.61007  0.384

# 5
ORCA calculation (the ωB97M-V functional and the def2-TZVPD basis) on a structure of composition C15H22NO5S3Zr.

* lowest unoccupied orbital energy: -11.40 eV
* Kohn-Sham gap: 0.213 Eh
* HOMO: -17.184 eV
* energy relative to the best compared isomer or geometry (same formula, charge and spin): 0.0 kcal per mole
* charge: +3
* E_tot: -2256.510162 Ha

Each line ends with the Mulliken charge.
CARTESIAN COORDINATES (ANGSTROEM)
Zr -0.28597 0.29958 -0.08602  1.382
O 0.94123 4.41556 0.46735  -0.343
C 0.55772 3.20448 0.60087  0.501
O 0.35703 2.41673 -0.35914  -0.582
C 0.33666 2.69672 1.97415  0.392
C 0.38902 3.39124 3.16480  -0.619
C 0.10635 2.68337 4.33920  -0.421
C -0.21326 1.33170 4.28223  -0.774
C -0.23734 0.72494 3.03428  0.744
N 0.02459 1.39599 1.92121  -0.259
C -0.57267 -0.71829 2.75652  -0.005
O -0.84280 -1.55539 3.53653  -0.407
O -0.52257 -0.93723 1.38755  -0.156
H 1.08672 4.70188 -0.45585  0.443
H 0.63928 4.44408 3.18636  0.591
H 0.13462 3.19339 5.29389  0.507
H -0.43854 0.75390 5.16999  0.562
C 0.09415 -3.79169 -0.24269  -0.311
C -0.86133 -3.39540 -1.35894  -0.837
S -1.05257 -1.62153 -1.82618  0.099
C 0.04811 -1.29473 -3.23493  -0.804
C 1.53269 -1.29752 -2.92250  -0.551
S 1.94364 -0.25547 -1.47383  0.004
C 3.11963 -1.25937 -0.48422  -0.820
C 2.54382 -2.41104 0.32735  -0.113
S 1.86204 -3.78818 -0.64999  -0.068
H -0.14649 -4.83176 -0.01153  0.465
H -0.08533 -3.23016 0.67047  -0.041
H -1.87974 -3.68167 -1.09133  0.512
H -0.62276 -3.89033 -2.30165  0.495
H -0.28230 -0.32932 -3.62538  0.311
H -0.17206 -2.03357 -4.00749  0.549
H 2.09117 -0.88943 -3.76534  0.548
H 1.89349 -2.29633 -2.68912  0.301
H 3.61607 -0.53111 0.16021  0.506
H 3.86098 -1.59911 -1.20892  0.520
H 1.80161 -2.07116 1.04998  -0.231
H 3.37271 -2.82998 0.90152  0.463
C -2.37106 1.74466 -2.32031  -0.950
C -2.95113 1.95529 -0.94738  -0.172
O -2.39435 0.90019 -0.04493  -0.403
H -2.59897 2.59883 -2.95971  0.448
H -2.76657 0.84966 -2.79806  0.314
H -1.26788 1.69965 -2.29926  0.186
H -4.03353 1.86268 -0.92763  0.515
H -2.66229 2.90384 -0.50124  0.225
H -3.09185 0.37139 0.36914  0.286